# C40H81BBrN4O12

A cluster of 4 separate species, C40H81BBrN4O12 in total at a distorted geometry (wB97M-V/def2-TZVPD, the Open Molecules 2025 dataset).

Computed properties:
LUMO energy, eV: -5.31
Net charge: +1
2S+1: 1
E_HOMO, eV: -9.68

Cartesian coordinates (Å):
C  -0.983  4.106  2.223
C  -1.477  2.803  1.313
C  -0.441  2.597  0.029
C  -1.241  2.759  -1.397
C  -1.852  4.260  -1.675
C  -0.387  2.205  -2.712
C  -1.159  1.383  -3.945
C  -2.810  1.116  -3.954
O  -3.310  -0.088  -4.342
O  -3.641  2.230  -3.476
O  -4.736  2.373  -4.164
C  -5.910  1.802  -3.494
C  -5.964  1.997  -1.870
C  -5.877  0.455  -1.225
C  -7.442  2.685  -1.493
C  -7.213  4.306  -1.372
C  -8.292  5.053  -0.339
C  -7.318  5.045  -2.867
C  -0.262  0.814  -5.197
C  1.384  1.105  -5.230
C  2.174  0.520  -6.553
C  2.026  1.641  -7.742
O  2.967  2.609  -7.855
Br  0.415  1.566  -8.992
N  2.049  1.900  -4.098
B  3.568  2.195  -4.160
O  4.456  1.010  -4.083
C  4.175  3.753  -4.255
C  5.272  3.964  -3.011
C  1.262  2.430  -2.886
O  2.073  3.185  -1.886
H  -0.392  4.909  1.606
H  -0.285  3.757  3.095
H  -1.970  4.658  2.606
H  -1.462  1.863  2.037
H  -2.574  3.047  0.952
H  0.073  1.538  0.059
H  0.349  3.483  0.125
H  -2.186  2.033  -1.321
H  -1.655  4.918  -0.727
H  -1.336  4.669  -2.657
H  -3.026  4.245  -1.852
H  -6.091  0.663  -3.801
H  -6.857  2.382  -3.931
H  -5.165  2.723  -1.421
H  -6.973  0.030  -1.270
H  -5.250  -0.215  -1.989
H  -5.398  0.435  -0.157
H  -7.676  2.290  -0.391
H  -8.289  2.386  -2.246
H  -6.143  4.615  -0.960
H  -8.855  4.299  0.359
H  -8.989  5.702  -1.025
H  -7.669  5.787  0.365
H  -8.154  4.554  -3.526
H  -6.249  4.949  -3.358
H  -7.518  6.200  -2.726
H  -0.775  0.192  -6.076
H  3.266  0.153  -6.349
H  1.573  -0.445  -6.918
H  3.859  0.236  -3.787
H  4.677  3.923  -5.301
H  3.341  4.575  -4.095
H  6.363  4.179  -3.426
H  5.374  2.999  -2.339
H  4.979  4.887  -2.328
H  2.397  2.582  -1.156
C  -1.752  -1.953  -2.601
O  -1.241  -1.275  -1.460
C  -2.265  -0.890  -0.533
C  -2.140  -1.700  0.768
N  -2.521  -3.102  0.559
C  -2.197  -3.972  1.695
C  -0.704  -4.162  2.032
O  0.030  -4.868  1.031
C  0.529  -4.053  -0.020
H  -0.933  -2.081  -3.314
H  -2.125  -2.942  -2.328
H  -2.544  -1.372  -3.080
H  -3.269  -0.973  -0.964
H  -2.091  0.167  -0.301
H  -2.797  -1.257  1.530
H  -1.106  -1.621  1.113
H  -2.040  -3.456  -0.263
H  -2.617  -4.958  1.460
H  -2.725  -3.610  2.585
H  -0.655  -4.787  2.931
H  -0.207  -3.223  2.296
H  0.776  -3.040  0.318
H  -0.187  -4.021  -0.842
H  1.444  -4.516  -0.403
C  5.590  6.260  4.579
O  5.776  5.005  5.220
C  5.437  5.032  6.613
C  4.181  4.184  6.874
N  2.982  4.827  6.323
C  1.799  3.961  6.328
C  1.844  2.702  5.440
O  1.872  2.983  4.040
C  3.169  3.216  3.510
H  6.004  6.189  3.569
H  4.528  6.499  4.498
H  6.115  7.056  5.114
H  5.318  6.054  6.992
H  6.279  4.578  7.147
H  4.055  4.056  7.959
H  4.342  3.202  6.425
H  3.170  5.107  5.364
H  0.959  4.581  5.991
H  1.576  3.666  7.361
H  0.911  2.153  5.613
H  2.649  2.014  5.720
H  3.943  2.643  4.034
H  3.397  4.281  3.532
H  3.168  2.905  2.460
C  0.336  -7.927  0.531
O  0.632  -8.916  1.508
C  0.931  -10.197  0.936
C  2.412  -10.547  1.153
N  3.284  -9.705  0.326
C  4.706  -9.826  0.663
C  5.141  -9.344  2.062
O  5.015  -7.935  2.253
C  3.727  -7.508  2.674
H  -0.016  -7.031  1.051
H  1.231  -7.663  -0.036
H  -0.451  -8.268  -0.147
H  0.655  -10.252  -0.124
H  0.319  -10.928  1.475
H  2.573  -11.602  0.889
H  2.634  -10.417  2.215
H  3.009  -8.733  0.439
H  5.254  -9.235  -0.081
H  5.019  -10.868  0.527
H  6.211  -9.562  2.158
H  4.651  -9.897  2.871
H  3.223  -8.256  3.297
H  3.116  -7.251  1.810
H  3.849  -6.597  3.270

Löwdin atomic charge list, values in e, 99 entries:
1. C -0.13
2. C -0.22
3. C -0.18
4. C -0.30
5. C -0.06
6. C 0.09
7. C 0.08
8. C -0.13
9. O 0.00
10. O -0.09
11. O -0.12
12. C -0.12
13. C -0.28
14. C -0.09
15. C -0.16
16. C -0.37
17. C -0.11
18. C -0.11
19. C 0.11
20. C -0.02
21. C -0.11
22. C -0.58
23. O -0.07
24. Br 0.65
25. N 0.12
26. B -0.37
27. O 0.07
28. C -0.14
29. C -0.13
30. C 0.00
31. O -0.01
32. H 0.07
33. H 0.06
34. H 0.09
35. H 0.12
36. H 0.11
37. H 0.12
38. H 0.11
39. H 0.12
40. H 0.09
41. H 0.10
42. H 0.09
43. H 0.15
44. H 0.14
45. H 0.12
46. H 0.10
47. H 0.07
48. H 0.09
49. H 0.12
50. H 0.13
51. H 0.12
52. H 0.08
53. H 0.07
54. H 0.09
55. H 0.09
56. H 0.08
57. H 0.09
58. H 0.14
59. H 0.14
60. H 0.14
61. H 0.14
62. H 0.12
63. H 0.11
64. H 0.09
65. H 0.08
66. H 0.09
67. H 0.14
68. C -0.11
69. O -0.21
70. C -0.20
71. C -0.20
72. N -0.05
73. C -0.19
74. C -0.20
75. O -0.22
76. C -0.09
77. H 0.09
78. H 0.08
79. H 0.04
80. H 0.10
81. H 0.09
82. H 0.12
83. H 0.10
84. H 0.07
85. H 0.12
86. H 0.12
87. H 0.13
88. H 0.11
89. H 0.09
90. H 0.07
91. H 0.09
92. C -0.11
93. O -0.20
94. C -0.20
95. C -0.20
96. N -0.06
97. C -0.19
98. C -0.21
99. O -0.21